{"formula": "C17H30Cl22NS", "method": "ωB97M-V with the def2-TZVPD basis set", "fmax_ev_per_a": 6.2, "charge": 1, "gap_ev": 6.865, "lumo_ha": -0.1727, "elements": ["C", "C", "C", "C", "S", "C", "C", "N", "H", "H", "H", "H", "H", "H", "H", "H", "C", "Cl", "Cl", "H", "H", "C", "Cl", "Cl", "H", "H", "C", "Cl", "Cl", "H", "H", "C", "Cl", "Cl", "H", "H", "C", "Cl", "Cl", "H", "H", "C", "Cl", "Cl", "H", "H", "C", "Cl", "Cl", "H", "H", "C", "Cl", "Cl", "H", "H", "C", "Cl", "Cl", "H", "H", "C", "Cl", "Cl", "H", "H", "C", "Cl", "Cl", "H", "H"], "positions_angstrom": [[-4.457343, 2.417718, -2.743812], [-6.010034, 2.870356, -2.699570], [-7.063188, 1.710160, -2.848268], [-8.570650, 2.170400, -2.763537], [-9.843555, 0.812121, -2.911953], [-8.959095, 3.678392, -2.573174], [-7.772654, 4.680296, -2.449083], [-6.381004, 4.265241, -2.524901], [-3.851168, 3.042130, -3.491794], [-4.352747, 1.288437, -2.965166], [-4.069157, 2.591995, -1.664560], [-6.760014, 0.612461, -3.011566], [-10.607382, 0.941700, -1.740634], [-10.057387, 3.991828, -2.548102], [-7.986692, 5.787643, -2.296304], [-5.657311, 5.004278, -2.455742], [-5.963114, -1.015276, -0.488996], [-5.138717, 0.242306, 0.440208], [-4.964644, -1.568961, -1.839570], [-6.172914, -1.859988, 0.165805], [-6.896230, -0.611414, -0.880598], [-0.641457, 0.673711, -1.785617], [-1.276372, 1.844304, -0.619222], [-1.068401, 1.124745, -3.441294], [0.443743, 0.638827, -1.696494], [-1.060984, -0.307616, -1.566846], [1.030671, 1.356532, 2.118963], [0.748483, 0.801828, 3.773163], [2.053985, 0.220852, 1.230432], [0.072924, 1.444663, 1.606259], [1.523438, 2.327747, 2.150246], [-4.951923, -0.346089, -5.824742], [-3.420145, -0.462941, -4.954376], [-6.120277, 0.630484, -4.919322], [-4.774838, 0.117751, -6.794362], [-5.359381, -1.346682, -5.963848], [5.182378, -0.964568, -0.248429], [6.514219, -1.364531, 0.843854], [5.016090, -2.175787, -1.525322], [4.256359, -0.924823, 0.323188], [5.375751, 0.001799, -0.703421], [2.807593, -2.434117, 3.629906], [2.016565, -3.523139, 2.483465], [4.439531, -2.991522, 4.018946], [2.869031, -1.440443, 3.189535], [2.218858, -2.395985, 4.545511], [5.424973, 3.384460, -0.201455], [3.814994, 3.509663, 0.521101], [6.245964, 1.907278, 0.317765], [5.326141, 3.371808, -1.286225], [6.017613, 4.245379, 0.104669], [5.160464, -5.883310, 6.029278], [6.258076, -5.332923, 7.301368], [5.336827, -7.618027, 5.740093], [4.135074, -5.677375, 6.333165], [5.387100, -5.346620, 5.109956], [2.858674, 4.522115, -2.846648], [3.710152, 5.745548, -1.897744], [3.842817, 3.967732, -4.206116], [2.631399, 3.671650, -2.204084], [1.934504, 4.952084, -3.230577], [9.671597, -4.932120, 9.377885], [11.000417, -4.046147, 8.620518], [9.598200, -4.611064, 11.114532], [8.732483, -4.621256, 8.920272], [9.822768, -5.999266, 9.221209], [1.438551, -3.465819, -1.715128], [1.851204, -2.095223, -0.679673], [-0.215402, -3.328217, -2.326684], [2.127199, -3.492115, -2.558855], [1.527375, -4.385054, -1.137479]], "atomic_forces_ev_per_a": [[-0.8544, 0.6463, 0.9996], [-1.2697, -1.7514, -0.5403], [-2.2833, 5.4741, 1.8270], [2.3228, 1.4594, 0.7534], [0.7221, 1.1912, 0.7741], [4.7049, -0.9768, -0.2086], [-1.5359, -2.9845, -0.4274], [-3.0019, -2.8972, -0.3058], [-0.9551, -0.9307, 1.1214], [-0.3785, 2.0315, 0.2910], [-0.4013, -0.2414, -1.8320], [-0.7025, 2.2648, 1.1535], [0.9767, 0.4066, -1.0547], [1.9771, -0.3420, 0.0227], [0.5607, -1.7238, -0.2666], [-0.5703, -0.9158, -0.0483], [-0.2193, -0.1426, 0.1220], [-0.0767, 0.0595, -0.0004], [-0.0899, 0.0541, -0.0942], [0.1536, 0.1394, -0.0921], [0.1798, -0.0121, 0.0363], [0.2414, -0.3670, 0.0024], [-0.0641, 0.0562, 0.0371], [0.1441, 0.0371, 0.0855], [-0.1805, 0.0864, -0.0019], [-0.0076, 0.1956, -0.0381], [-0.1765, 0.3135, 0.0476], [-0.0297, 0.0645, -0.0102], [-0.0696, 0.3627, 0.0299], [0.2441, -0.1825, 0.1454], [0.0583, -0.2287, 0.0517], [0.2051, -0.3850, -0.5841], [-0.1817, -0.0195, -0.1807], [0.6398, -0.6947, -1.9565], [-0.0121, 0.0187, 0.2194], [0.0033, 0.1841, 0.1452], [-0.1717, -0.1142, -0.0570], [-0.0965, 0.0924, -0.0034], [0.1856, -0.0426, -0.1548], [0.1989, -0.1613, -0.0546], [0.0017, -0.3835, -0.0303], [-0.0931, 0.1797, 0.1438], [-0.0823, 0.0249, 0.1030], [0.0186, 0.1461, 0.0289], [0.0612, -0.2372, 0.0126], [0.1119, -0.1197, -0.1507], [0.2630, 0.1047, -0.1953], [-0.0924, -0.0920, 0.1411], [0.1970, 0.5306, 0.1409], [-0.0455, -0.0612, 0.1912], [-0.1534, -0.1632, 0.0493], [-0.1415, 0.0605, -0.1871], [-0.0360, 0.1197, 0.0251], [-0.0737, 0.0212, -0.0547], [0.2038, -0.0871, 0.0443], [0.0608, -0.1717, 0.1942], [-0.2189, -0.0648, 0.0359], [-0.1221, 0.1989, -0.1616], [-0.0644, -0.0853, 0.0061], [0.1573, 0.1291, -0.0394], [0.2306, 0.0166, 0.0095], [-0.1729, -0.1442, -0.1254], [-0.0389, -0.0440, -0.0949], [-0.0883, -0.0643, -0.0008], [0.2218, 0.0529, 0.1263], [0.0729, 0.1981, 0.0843], [0.3837, -0.1918, -0.0444], [-0.4311, -0.1787, -0.2372], [-0.0586, -0.0269, -0.0621], [-0.1499, 0.1062, 0.1078], [-0.1104, 0.2021, -0.0139]]}

=====

{"formula": "C17H30Cl2N2O11", "method": "ωB97M-V with the def2-TZVPD basis set", "relative_energy_kj_mol": 256.9, "fmax_ev_per_a": 5.1, "gap_ev": 8.990, "lumo_ha": 0.0047, "elements": ["O", "C", "O", "C", "C", "O", "H", "H", "H", "H", "O", "C", "O", "C", "C", "O", "H", "H", "H", "H", "O", "C", "O", "C", "C", "O", "H", "H", "H", "H", "C", "N", "C", "C", "O", "H", "H", "H", "H", "H", "H", "H", "C", "N", "C", "C", "O", "H", "H", "H", "H", "H", "H", "H", "Cl", "C", "C", "Cl", "H", "H", "H", "H"], "positions_angstrom": [[-1.616222, -3.275070, 2.870880], [-2.661842, -2.660097, 3.094954], [-2.745294, -1.500813, 3.744121], [-4.057632, -1.082335, 3.774792], [-4.847888, -2.236349, 3.332739], [-3.865683, -2.969476, 2.594733], [-4.219585, -0.931790, 4.842130], [-4.141370, -0.158992, 3.201617], [-5.743897, -2.001194, 2.758306], [-5.275089, -2.869147, 4.110663], [-6.303431, 3.793037, -1.913255], [-7.312084, 3.366456, -1.401160], [-8.401533, 2.976009, -2.068499], [-9.268760, 2.256890, -1.279766], [-8.802520, 2.699688, 0.164315], [-7.518127, 3.206539, -0.095951], [-10.288518, 2.496683, -1.580945], [-9.057781, 1.198840, -1.435086], [-8.932969, 1.912584, 0.906977], [-9.301458, 3.544594, 0.638972], [-6.032697, -2.846913, -3.987805], [-6.641923, -3.151498, -5.011532], [-7.845501, -2.696351, -5.378940], [-8.227919, -3.439425, -6.486001], [-6.964889, -3.861322, -7.106281], [-6.237307, -4.017503, -5.937537], [-8.892766, -4.280341, -6.288632], [-8.683990, -2.808792, -7.249154], [-6.466103, -3.170579, -7.786114], [-7.130979, -4.788151, -7.655365], [8.324617, 3.012282, -1.557220], [9.748837, 2.999822, -1.296324], [10.388316, 2.609262, -0.174245], [11.922609, 2.745290, -0.259560], [9.766173, 2.215120, 0.792355], [7.874800, 2.058663, -1.280854], [8.105780, 3.123808, -2.619194], [7.821794, 3.756864, -0.940057], [10.295617, 3.393664, -2.048667], [12.448250, 3.134717, 0.612304], [12.248771, 3.455870, -1.019025], [12.311088, 1.750392, -0.477186], [5.030251, -1.463895, 4.945099], [6.355877, -0.942522, 5.338245], [6.984885, -1.308174, 6.420984], [8.376726, -0.784205, 6.734059], [6.529442, -2.061531, 7.302984], [5.186957, -2.172598, 4.131913], [4.390908, -0.687569, 4.524776], [4.526796, -1.922979, 5.795908], [6.881829, -0.433647, 4.642161], [8.478597, 0.300912, 6.718277], [8.976542, -1.235180, 5.943522], [8.732860, -1.061850, 7.726117], [0.178943, -0.055113, -4.666864], [-0.714141, 1.090001, -3.659889], [-0.602212, 0.710909, -2.172480], [1.066403, 0.921275, -1.567189], [-1.751484, 1.172574, -3.984227], [-0.209029, 2.030386, -3.880436], [-0.903749, -0.297378, -1.888697], [-1.287295, 1.239651, -1.509764]], "atomic_forces_ev_per_a": [[-3.0542, 1.5920, 0.8309], [3.3874, -1.4785, -1.6825], [2.0688, -0.6202, 0.1104], [-0.6094, 1.8036, 2.1341], [-1.2777, -1.1523, -0.8379], [-0.6775, -0.9283, -0.2025], [-0.5686, 0.7783, -0.0992], [-0.3017, -0.0884, -0.0362], [0.4675, 0.1505, -0.6722], [0.5749, -0.0550, 0.4525], [-1.5178, -0.4978, 0.8929], [1.5946, 0.5136, -1.0911], [0.7143, 0.8465, -1.9554], [-0.3364, -0.1772, 1.8032], [-1.7996, 0.3860, -0.4485], [1.2633, -0.6118, 1.0226], [0.0308, -0.0420, 0.3588], [-0.2394, -0.1638, 0.1335], [1.0422, -0.3313, -0.2067], [-0.7406, 0.0659, -0.5182], [-1.7032, -0.8030, -2.8190], [1.6180, 0.7384, 2.9928], [-0.4400, 0.7250, 1.0478], [-1.9907, 0.9745, -2.7434], [-0.0914, -0.9349, -0.7635], [2.9116, -1.1974, 0.8129], [0.0881, 0.0692, 0.5534], [-0.7437, 0.3153, 0.5119], [-0.1352, 0.3546, 0.1566], [0.4780, -0.2284, 0.2632], [-0.4074, -0.7484, 0.8581], [0.3545, 0.5581, -1.7775], [0.0924, 0.6961, 0.4491], [-0.0862, 0.0556, -0.0813], [0.3202, -0.2897, 0.2381], [0.1162, -0.1131, 0.1441], [0.2960, 0.3667, 0.1259], [-0.0618, 0.2106, -0.2446], [0.1306, -0.1734, 0.3340], [-0.6690, -0.3682, 0.4992], [-0.2652, -0.2783, -0.4661], [0.1685, 0.0741, -0.0668], [0.6141, 0.0678, -0.3216], [-1.3852, 0.6454, -2.0350], [0.8782, -1.3270, 4.8559], [0.0976, 0.3986, -0.9325], [-0.4723, 0.4462, -1.4168], [-0.2041, -0.3441, 0.1940], [0.1846, 0.2709, 0.2601], [0.3340, 0.0066, -0.1029], [-0.1739, 0.0248, 0.1213], [-0.1651, 0.0939, -0.5169], [0.6901, 0.2507, 0.1692], [-0.3928, -0.5273, -0.2858], [-0.0670, -0.5124, -0.3320], [0.2346, 0.1854, 0.8503], [-0.3996, -0.1196, 0.2637], [-0.1696, 0.0866, -0.0179], [0.0687, -0.2912, 0.0368], [-0.2588, 0.1168, 0.4533], [0.3523, -0.3764, -0.8896], [0.2331, 0.9110, -0.3668]]}

=====

{"formula": "C17H30ClN3O3P", "method": "ωB97M-V with the def2-TZVPD basis set", "fmax_ev_per_a": 4.1, "charge": 1, "gap_ev": 7.841, "lumo_ha": -0.1530, "elements": ["O", "P", "Cl", "C", "N", "N", "C", "N", "C", "C", "C", "C", "C", "C", "C", "C", "C", "H", "H", "H", "H", "H", "H", "H", "H", "H", "H", "H", "H", "H", "H", "C", "C", "C", "O", "H", "H", "H", "H", "H", "H", "H", "H", "C", "C", "C", "O", "H", "H", "H", "H", "H", "H", "H", "H"], "positions_angstrom": [[0.102068, 2.594072, 0.675568], [-0.867145, 1.214881, 0.713174], [-2.202765, 1.470448, -0.892484], [0.332130, -0.176438, 0.290020], [0.519648, -0.873622, -0.899227], [1.447770, -1.807127, -0.743047], [1.917618, -1.802970, 0.496731], [1.203792, -0.753400, 1.149487], [1.506197, -0.536672, 2.586524], [1.650786, 0.950280, 3.031279], [2.972586, 1.683634, 2.551086], [3.756574, 0.970147, 1.418155], [4.569720, -0.229991, 1.560597], [5.274310, -0.743016, 0.389571], [5.222882, -0.107481, -0.915694], [4.394906, 1.083170, -1.074584], [3.697301, 1.592468, 0.084832], [-0.311540, 3.288387, 0.126275], [0.008265, -0.730187, -1.773841], [2.668409, -2.451703, 0.984463], [0.686470, -1.020125, 3.188810], [2.431013, -1.123519, 2.824232], [1.683429, 0.940398, 4.158002], [0.783820, 1.608396, 2.771892], [3.661548, 1.795489, 3.432314], [2.712756, 2.727927, 2.238538], [4.620475, -0.704174, 2.564501], [5.927276, -1.645902, 0.469773], [5.790068, -0.500007, -1.790110], [4.363596, 1.570557, -2.076906], [3.092961, 2.525719, -0.046930], [-4.128634, 4.678764, 0.895544], [-5.248449, 4.651733, -0.133985], [-6.441212, 3.853652, 0.367994], [-4.765830, 4.075510, -1.347725], [-3.770130, 3.665157, 1.106400], [-3.274613, 5.246461, 0.517868], [-4.462193, 5.131481, 1.831301], [-5.560164, 5.672337, -0.363793], [-6.159915, 2.813499, 0.561393], [-7.232245, 3.833662, -0.383857], [-6.844570, 4.281849, 1.287853], [-4.487392, 3.171611, -1.156559], [-0.459686, -4.824112, -3.731086], [-0.709533, -5.669452, -2.491926], [-2.000251, -5.264310, -1.797067], [0.384612, -5.523316, -1.587286], [-0.361692, -3.765647, -3.466545], [0.474340, -5.118050, -4.213683], [-1.273073, -4.928954, -4.451907], [-0.758362, -6.723674, -2.770811], [-1.953824, -4.220390, -1.467980], [-2.161774, -5.871470, -0.904151], [-2.860059, -5.382366, -2.459561], [0.437720, -4.593614, -1.333432]], "atomic_forces_ev_per_a": [[-1.0091, -1.4534, -0.8505], [-0.4897, 1.4079, 1.2601], [1.3474, -0.4650, 0.2952], [1.3845, -0.9710, -1.8864], [0.0753, 1.2366, 3.0634], [1.2628, -1.8114, -0.0943], [-2.8419, 2.4734, -1.5588], [0.9096, -1.0550, -0.0280], [-0.8016, 0.4546, 1.4037], [0.5954, 0.3046, 0.5250], [0.5731, -0.3359, 0.1548], [0.7290, 0.0512, -2.2413], [-0.4956, 1.3305, -1.7505], [-0.2752, 0.7799, -0.2883], [-1.3975, 0.9657, 1.6014], [0.5993, -1.3379, 1.7006], [0.5155, -0.8762, 0.0144], [0.2593, -0.1973, 0.1733], [0.4353, -0.2009, 0.3673], [-0.6550, 0.6165, -0.6682], [0.6304, 0.5008, -0.7012], [-0.8152, 0.6901, -0.4654], [-0.2253, -0.1418, -1.1102], [0.5059, -0.9339, 0.1087], [-0.6397, -0.1713, -0.7718], [0.2648, -1.0085, 0.1270], [0.3023, 0.2293, -0.9344], [-0.7103, 0.8698, 0.1558], [-0.5013, 0.2407, 0.9898], [-0.1471, -0.2839, 1.1142], [0.5832, -0.9505, 0.2641], [0.1818, 0.2368, 0.0026], [0.0864, -0.6325, 0.3285], [-0.2270, 0.0864, -0.0708], [0.1131, 0.2127, -0.2451], [-0.1706, -0.0489, 0.0519], [-0.0908, 0.0684, 0.0094], [0.0532, -0.0509, -0.0108], [0.0871, -0.0819, -0.1862], [0.0889, 0.0589, 0.0858], [0.0396, 0.0768, 0.0451], [0.0039, -0.0556, -0.0240], [-0.1682, 0.1216, 0.0396], [0.1185, -0.1681, -0.2185], [-0.1326, 0.7223, 0.0567], [-0.1352, -0.2409, 0.1138], [0.1553, -0.2495, 0.1156], [-0.1192, -0.0093, 0.0614], [-0.0741, -0.0387, 0.0134], [0.0375, 0.0509, 0.0165], [0.1638, 0.0212, 0.1363], [0.0266, 0.0386, -0.1361], [-0.0005, -0.0252, -0.0865], [0.0119, 0.0464, 0.0494], [-0.0181, -0.0973, -0.1176]]}